The following is a quantum chemistry calculation of an isolated molecule of C2H2N2O2, from the Open Molecules 2025 dataset.

Positions of all 8 atoms, in Å:
N1 0.50 -1.25 -0.14
C1 -1.14 0.58 -0.15
N2 0.11 0.11 -0.57
C2 1.34 0.00 -0.03
O1 -1.77 0.19 0.78
O2 2.36 0.53 0.21
H1 0.04 -1.57 0.72
H2 -1.44 1.40 -0.82

For the HOMO energy, the calculation gives -10.10 eV. The SMILES is O=CN1NC1=O. The calculation puts the LUMO energy at 0.30 eV. As for the HOMO-LUMO gap: 10.39 eV. Its spin multiplicity is 1. Its total charge is 0. The value obtained for the energy above the lowest of the compared OMol25 structures with the same formula, charge and spin is 77.6 kcal/mol. The value obtained for the total energy is -9178.42141 eV.

Löwdin population analysis, charges in e, atoms 1 to 5:
1. N 0.15
2. C -0.28
3. N 0.02
4. C -0.41
5. O 0.10

---

The following is a quantum chemistry calculation of a structure of composition C31H43FeO6P2Si, from the Open Molecules 2025 dataset.

Positions of all 84 atoms, in Å:
Fe1 0.92 -0.75 0.36
O1 -0.13 0.29 4.19
C1 0.01 0.54 3.01
O2 0.92 0.00 2.24
C2 -0.87 1.60 2.35
C3 -1.99 2.01 3.07
C4 -2.88 2.92 2.53
C5 -2.66 3.43 1.27
C6 -1.54 3.04 0.55
C7 -0.63 2.13 1.08
P1 0.92 1.70 0.20
C8 0.68 2.36 -1.49
C9 1.49 3.34 -2.06
C10 1.29 3.72 -3.38
C11 0.29 3.13 -4.14
C12 -0.50 2.13 -3.58
C13 -0.29 1.74 -2.27
C14 2.02 2.96 0.97
C15 3.27 2.62 1.46
C16 4.10 3.59 2.01
C17 3.68 4.90 2.07
C18 2.42 5.25 1.60
C19 1.59 4.28 1.05
H1 -2.13 1.59 4.06
H2 -3.75 3.23 3.10
H3 -3.36 4.13 0.83
H4 -1.38 3.45 -0.44
H5 2.27 3.80 -1.48
H6 1.93 4.48 -3.82
H7 0.13 3.44 -5.16
H8 -1.26 1.65 -4.18
H9 -0.89 0.94 -1.84
H10 3.59 1.59 1.42
H11 5.08 3.31 2.39
H12 4.33 5.66 2.50
H13 2.09 6.28 1.65
H14 0.61 4.56 0.69
C20 5.82 -2.00 0.92
Si1 4.04 -1.43 1.29
C21 4.15 -0.60 2.98
C22 2.95 -2.98 1.38
C23 3.40 -0.42 -0.15
H15 6.13 -2.68 1.71
H16 6.50 -1.15 0.91
H17 5.91 -2.52 -0.04
H18 4.70 -1.25 3.67
H19 3.16 -0.43 3.39
H20 4.68 0.36 2.95
H21 3.04 -3.47 2.35
H22 3.22 -3.71 0.61
H23 1.88 -2.76 1.25
H24 3.00 -0.96 -1.01
H25 3.86 0.52 -0.45
C24 -2.46 -5.34 0.10
C25 -1.69 -4.37 -0.79
C26 -0.22 -4.78 -0.84
C27 -2.30 -4.35 -2.19
O3 -1.84 -3.09 -0.12
P2 -1.43 -1.64 -0.65
O4 -0.09 -1.65 -1.37
O5 -1.37 -0.73 0.54
O6 -2.53 -1.22 -1.73
C28 -3.89 -0.78 -1.47
C29 -3.86 0.73 -1.27
C30 -4.68 -1.14 -2.72
C31 -4.49 -1.47 -0.25
H26 -2.37 -6.35 -0.30
H27 -3.51 -5.07 0.13
H28 -2.06 -5.32 1.11
H29 -0.13 -5.79 -1.26
H30 0.20 -4.78 0.17
H31 0.35 -4.09 -1.46
H32 -2.16 -5.32 -2.67
H33 -1.82 -3.58 -2.80
H34 -3.37 -4.14 -2.13
H35 -3.37 1.21 -2.13
H36 -3.29 0.97 -0.37
H37 -4.87 1.12 -1.17
H38 -4.20 -0.72 -3.60
H39 -5.69 -0.74 -2.64
H40 -4.74 -2.22 -2.84
H41 -3.91 -1.24 0.65
H42 -4.51 -2.55 -0.39
H43 -5.51 -1.11 -0.10

For the HOMO energy (alpha / beta), the calculation gives -8.06 / -8.83 eV. The calculation puts the LUMO energy (alpha / beta) at 0.56 / -1.55 eV. As for the HOMO-LUMO gap (alpha / beta): 8.62 / 7.28 eV. Its spin multiplicity is 6. Its total charge is 0. The value obtained for the energy above the lowest of the compared OMol25 structures with the same formula, charge and spin is 35.1 kcal/mol. The value obtained for the total energy is -105977.33689 eV.

Löwdin population analysis, charges in e, atoms 1 to 5:
1. Fe 0.75
2. O 0.08
3. C -0.58
4. O -0.19
5. C -0.14

---

The following is a quantum chemistry calculation of an isolated molecule of C2H5IS2, from the Open Molecules 2025 dataset.

Positions of all 10 atoms, in Å:
C1 -0.92 -0.67 -0.58
C2 0.16 0.03 0.20
S1 1.76 -0.78 -0.26
S2 0.13 1.82 -0.16
I1 -2.89 -0.13 0.12
H1 -0.87 -0.40 -1.63
H2 -0.84 -1.75 -0.47
H3 0.03 -0.11 1.28
H4 2.48 -0.18 0.68
H5 0.95 2.18 0.83

For the HOMO energy (alpha / beta), the calculation gives -5.32 / -8.98 eV. The calculation puts the LUMO energy (alpha / beta) at 0.65 / -3.58 eV. As for the HOMO-LUMO gap (alpha / beta): 5.97 / 5.40 eV. Its spin multiplicity is 3. Its total charge is 0. The value obtained for the energy above the lowest of the compared OMol25 structures with the same formula, charge and spin is 37.9 kcal/mol. The value obtained for the total energy is -31921.65890 eV.

Löwdin population analysis, charges in e, atoms 1 to 5:
1. C -0.84
2. C -1.16
3. S 0.67
4. S 0.67
5. I 0.85

---

The following is a quantum chemistry calculation of a cluster of 7 separate species, C24H72N7O9 in total, from the Open Molecules 2025 dataset.

Positions of all 112 atoms, in Å:
C1 0.97 4.26 1.51
C2 2.06 4.69 0.54
C3 3.02 5.93 0.77
O1 4.07 5.71 1.70
C4 4.99 6.86 1.80
N1 2.95 3.48 0.16
H1 2.37 2.66 0.23
H2 3.28 3.45 -0.79
H3 3.68 3.23 0.81
H4 0.28 5.10 1.60
H5 1.22 3.80 2.47
H6 0.32 3.52 1.05
H7 1.53 4.90 -0.39
H8 2.45 6.78 1.15
H9 3.45 6.16 -0.20
H10 5.79 6.54 2.47
H11 4.53 7.75 2.21
H12 5.42 7.04 0.81
C5 -2.14 -2.77 -1.71
C6 -3.20 -3.69 -2.23
C7 -3.51 -4.80 -1.34
O2 -4.42 -5.66 -2.00
C8 -5.23 -6.59 -1.24
N2 -4.36 -2.80 -2.59
H13 -4.80 -2.46 -1.75
H14 -3.99 -1.95 -3.00
H15 -5.01 -3.21 -3.25
H16 -2.48 -2.30 -0.79
H17 -1.89 -1.99 -2.43
H18 -1.14 -3.21 -1.69
H19 -2.99 -4.08 -3.23
H20 -3.92 -4.44 -0.40
H21 -2.58 -5.32 -1.13
H22 -5.91 -6.00 -0.63
H23 -4.63 -7.12 -0.50
H24 -5.80 -7.28 -1.87
C9 0.42 -3.59 0.94
C10 -0.01 -2.95 2.30
C11 -0.98 -1.81 2.10
O3 -1.40 -1.18 3.34
C12 -1.96 0.10 3.29
N3 -0.52 -3.99 3.30
H25 -0.85 -3.58 4.16
H26 -1.32 -4.48 2.94
H27 0.20 -4.67 3.51
H28 0.99 -4.51 1.03
H29 0.85 -2.95 0.16
H30 -0.39 -4.03 0.36
H31 0.80 -2.45 2.84
H32 -1.76 -2.29 1.51
H33 -0.59 -1.08 1.39
H34 -1.24 0.75 2.79
H35 -2.35 0.53 4.21
H36 -2.86 0.15 2.68
C13 4.82 -2.26 6.90
C14 4.68 -1.41 5.57
C15 3.47 -0.45 5.56
O4 3.33 0.25 4.32
C16 2.68 -0.51 3.29
N4 5.91 -0.52 5.47
H37 6.69 -1.00 5.04
H38 5.72 0.26 4.85
H39 6.24 -0.21 6.37
H40 3.96 -2.93 6.98
H41 4.65 -1.70 7.81
H42 5.72 -2.87 6.88
H43 4.85 -2.03 4.69
H44 3.33 0.17 6.44
H45 2.60 -1.11 5.64
H46 3.21 -1.42 3.02
H47 2.80 0.10 2.40
H48 1.62 -0.59 3.52
C17 -2.69 2.78 0.39
C18 -3.22 1.83 -0.74
C19 -4.78 1.80 -1.02
O5 -5.10 2.99 -1.65
C20 -6.51 3.13 -1.89
N5 -2.48 2.07 -2.07
H49 -2.79 2.83 -2.65
H50 -1.47 2.06 -2.10
H51 -2.68 1.39 -2.79
H52 -3.04 3.81 0.30
H53 -1.61 2.80 0.51
H54 -2.99 2.45 1.38
H55 -3.04 0.78 -0.53
H56 -5.28 1.78 -0.06
H57 -5.17 0.93 -1.56
H58 -6.77 4.19 -1.91
H59 -7.07 2.70 -1.06
H60 -6.84 2.79 -2.87
C21 2.51 -0.31 -3.77
C22 1.36 0.06 -4.72
C23 1.55 -0.38 -6.20
O6 0.53 0.34 -6.88
C24 0.88 0.68 -8.26
N6 0.05 -0.45 -4.14
H61 -0.75 0.02 -4.54
H62 -0.04 -1.45 -4.21
H63 0.01 -0.13 -3.18
H64 2.47 0.07 -2.75
H65 3.48 0.14 -3.99
H66 2.63 -1.38 -3.57
H67 1.22 1.14 -4.70
H68 1.39 -1.44 -6.40
H69 2.59 -0.21 -6.46
H70 0.03 0.97 -8.88
H71 1.43 -0.09 -8.80
H72 1.62 1.48 -8.29
N7 0.69 0.51 -0.94
O7 1.53 0.54 -0.11
O8 0.54 1.45 -1.65
O9 0.13 -0.54 -1.03

For the HOMO energy, the calculation gives -19.27 eV. The calculation puts the LUMO energy at -11.70 eV. As for the HOMO-LUMO gap: 7.57 eV. Its spin multiplicity is 1. Its total charge is +5. The value obtained for the energy above the lowest of the compared OMol25 structures with the same formula, charge and spin is 87.0 kcal/mol. The value obtained for the total energy is -54856.53932 eV.

Löwdin population analysis, charges in e, atoms 1 to 5:
1. C -0.02
2. C -0.24
3. C -0.17
4. O -0.21
5. C -0.02

---

Q: The highest total charge belongs to which entry?
A: C24H72N7O9

---

Q: Number 1 is which compound?
A: C2H2N2O2

---

Q: Number 3 is which compound?
A: C2H5IS2

---

Q: Which formula does entry 3 have?
A: C2H5IS2